Record 1
{
  "formula": "C21H38F3NO13",
  "method": "ωB97M-V/def2-TZVPD",
  "species": ["O", "C", "N", "C", "C", "C", "C", "F", "F", "F", "H", "H", "H", "H", "H", "H", "C", "C", "O", "C", "O", "O", "C", "H", "H", "H", "H", "H", "H", "H", "H", "C", "C", "O", "C", "O", "O", "C", "H", "H", "H", "H", "H", "H", "H", "H", "C", "C", "O", "C", "O", "O", "C", "H", "H", "H", "H", "H", "H", "H", "H", "C", "C", "O", "C", "O", "O", "C", "H", "H", "H", "H", "H", "H", "H", "H"],
  "positions_angstrom": [[2.2116, 2.7775, 0.7411], [2.0411, 3.1048, 2.0457], [2.7107, 2.4777, 3.2725], [3.0686, 3.6206, 4.2249], [2.2585, 4.9561, 3.7267], [1.1348, 4.2793, 2.7435], [-0.1480, 3.4779, 3.3760], [-0.3060, 2.0899, 2.8002], [-0.1043, 3.2939, 4.8498], [-1.4618, 4.1604, 3.0765], [3.4873, 1.8083, 3.0577], [2.8820, 3.3765, 5.3763], [4.1936, 3.9789, 4.1987], [3.0447, 5.4676, 2.9889], [1.9562, 5.7879, 4.4923], [0.6802, 5.0900, 2.0322], [-0.8651, 7.1297, -4.2508], [0.4063, 7.0854, -3.4203], [0.2030, 6.3486, -2.2086], [0.1810, 4.9983, -2.3386], [0.3228, 4.3737, -3.3768], [-0.0567, 4.4625, -1.1150], [-0.2080, 3.0449, -1.1265], [-1.7001, 7.5145, -3.6562], [-0.7310, 7.7660, -5.1301], [-1.1527, 6.1309, -4.5915], [0.6824, 8.1045, -3.1287], [1.2481, 6.6731, -3.9880], [0.6462, 2.5572, -1.6065], [-1.1409, 2.7750, -1.6305], [-0.2624, 2.7006, -0.0899], [1.8608, 0.2691, -1.1316], [1.3010, -0.8300, -0.2446], [0.9591, -1.9883, -1.0154], [2.0021, -2.7640, -1.4043], [3.1790, -2.5651, -1.1527], [1.5104, -3.7860, -2.1491], [2.5166, -4.6253, -2.7109], [1.1683, 0.4938, -1.9493], [2.0373, 1.1805, -0.5536], [2.8061, -0.0335, -1.5912], [0.3762, -0.4783, 0.2255], [1.9937, -1.0925, 0.5630], [3.2001, -4.9973, -1.9413], [3.0653, -4.0802, -3.4848], [2.0228, -5.4832, -3.1758], [-3.9431, 2.0255, 3.6667], [-4.3493, 3.2669, 4.4428], [-5.7715, 3.3300, 4.6032], [-6.2934, 2.5075, 5.5475], [-5.6660, 1.7408, 6.2592], [-7.6411, 2.6641, 5.5423], [-8.3274, 1.7771, 6.4226], [-4.4794, 1.9748, 2.7136], [-2.8672, 2.0267, 3.4705], [-4.1897, 1.1135, 4.2179], [-4.0544, 4.1579, 3.8780], [-3.8468, 3.3204, 5.4152], [-7.9313, 1.8413, 7.4409], [-8.2592, 0.7525, 6.0449], [-9.3813, 2.0685, 6.4448], [1.3522, -10.0191, -6.5744], [2.7415, -9.5997, -6.1247], [2.6826, -8.8526, -4.9038], [2.4835, -9.5822, -3.7774], [2.3594, -10.7943, -3.7187], [2.4161, -8.7248, -2.7281], [2.1049, -9.3555, -1.4880], [0.6905, -9.1494, -6.6416], [1.3935, -10.5115, -7.5500], [0.8950, -10.7106, -5.8608], [3.1808, -8.9387, -6.8797], [3.4117, -10.4605, -6.0205], [2.7948, -10.1781, -1.2756], [1.0705, -9.7119, -1.5018], [2.2037, -8.6103, -0.6936]],
  "lowdin_charge": [-0.0362, -0.2040, 0.0430, -0.2008, -0.1110, -0.0905, -0.1696, -0.0073, 0.0148, -0.0089, 0.1409, 0.1326, 0.1234, 0.1393, 0.1372, 0.1719, -0.0705, -0.2212, 0.0180, -0.5460, 0.1130, -0.0111, -0.0584, 0.0818, 0.0795, 0.0746, 0.1217, 0.1246, 0.0685, 0.1060, 0.0816, -0.0689, -0.2060, 0.0240, -0.5510, 0.1051, -0.0081, -0.0492, 0.0817, 0.0355, 0.0820, 0.1231, 0.1248, 0.0964, 0.0997, 0.0916, -0.0608, -0.2189, 0.0234, -0.5506, 0.1071, -0.0089, -0.0546, 0.0863, 0.0537, 0.0769, 0.1156, 0.1266, 0.0962, 0.0990, 0.0935, -0.0700, -0.2193, 0.0191, -0.5504, 0.1094, -0.0156, -0.0508, 0.0823, 0.0801, 0.0743, 0.1230, 0.1249, 0.0972, 0.1002, 0.0941],
  "homo_energy_ev": -10.563,
  "gap_ev": 10.57,
  "smiles": "O=C1NCC[C@@H]1C(F)(F)F.CCOC(=O)OC.CCOC(=O)OC.CCOC(=O)OC.CCOC(=O)OC"
}



Record 2
{
  "formula": "C21H38I2InN2O3S",
  "method": "ωB97M-V/def2-TZVPD",
  "species": ["In", "C", "O", "C", "C", "O", "C", "C", "O", "C", "H", "H", "H", "H", "H", "H", "H", "H", "H", "H", "H", "H", "H", "H", "C", "C", "C", "C", "C", "C", "C", "C", "C", "C", "C", "C", "H", "H", "H", "H", "H", "H", "H", "H", "H", "H", "H", "H", "H", "H", "H", "H", "H", "H", "S", "C", "N", "C", "C", "N", "H", "H", "H", "H", "H", "H", "I", "I"],
  "positions_angstrom": [[-0.2995, -0.1915, 0.2620], [-3.0362, 1.7015, 0.5927], [-1.5830, 1.6209, 0.5368], [-0.9272, 2.9098, 0.6002], [0.4308, 2.7498, -0.0406], [1.0598, 1.5270, 0.4333], [1.7687, 1.6104, 1.7065], [0.8632, 1.1133, 2.8105], [0.3365, -0.1853, 2.4490], [0.9883, -1.2934, 3.1308], [-3.4053, 2.2670, -0.2597], [-3.3250, 2.1937, 1.5213], [-3.4137, 0.6808, 0.5582], [-0.8697, 3.2188, 1.6445], [-1.5143, 3.6462, 0.0500], [1.0825, 3.5967, 0.1677], [0.3436, 2.6264, -1.1144], [2.0684, 2.6441, 1.8765], [2.6584, 0.9941, 1.5925], [0.0040, 1.7687, 2.9451], [1.3966, 1.0468, 3.7585], [0.8238, -1.1766, 4.2004], [2.0536, -1.3044, 2.9098], [0.5206, -2.2081, 2.7756], [-4.4574, -1.2010, -2.0277], [-2.9799, -0.9707, -2.2009], [-2.1215, -2.0800, -2.1483], [-2.6891, -3.4397, -1.8488], [-0.7716, -1.9577, -2.4794], [0.0397, -3.2175, -2.6973], [-0.2399, -0.6859, -2.7760], [1.1377, -0.5723, -3.3812], [-1.1021, 0.4576, -2.7975], [-0.6206, 1.6747, -3.5663], [-2.4858, 0.2964, -2.5150], [-3.4607, 1.4303, -2.7790], [-4.7587, -2.1323, -2.5037], [-5.0539, -0.4101, -2.4698], [-4.7393, -1.2813, -0.9710], [-3.0432, -3.9275, -2.7614], [-3.5419, -3.3817, -1.1738], [-1.9454, -4.0993, -1.4041], [0.3282, -3.7010, -1.7582], [0.9410, -3.0373, -3.2723], [-0.5430, -3.9610, -3.2411], [1.1298, -0.8634, -4.4354], [1.8251, -1.2405, -2.8786], [1.5387, 0.4349, -3.3273], [0.1417, 2.2519, -3.0464], [-1.4260, 2.3468, -3.8343], [-0.1623, 1.3582, -4.5024], [-3.7978, 1.4272, -3.8183], [-3.0081, 2.4028, -2.6042], [-4.3565, 1.3542, -2.1659], [-1.9527, -1.9909, 0.5112], [-2.3190, -2.0659, 2.2216], [-2.4617, -3.2385, 2.8040], [-3.0266, -3.1230, 4.1621], [-3.0396, -1.5935, 4.3792], [-2.6318, -1.0855, 3.0513], [-2.3000, -4.1148, 2.3310], [-2.3950, -3.6435, 4.8773], [-4.0240, -3.5572, 4.1878], [-2.3321, -1.2709, 5.1404], [-4.0293, -1.2229, 4.6341], [-2.6708, -0.1186, 2.7824], [2.0440, -2.0646, -0.3348], [4.3658, -1.3161, 0.7151]],
  "lowdin_charge": [0.6618, -0.0001, -0.2976, -0.1084, -0.0814, -0.2329, -0.0940, -0.1154, -0.3291, -0.0407, 0.0968, 0.1195, 0.0817, 0.1415, 0.1601, 0.1614, 0.1159, 0.1601, 0.0688, 0.1320, 0.1589, 0.1179, 0.0560, 0.0844, -0.0082, -0.2179, -0.3300, -0.0993, -0.2584, -0.0679, -0.2356, -0.0630, -0.1679, -0.0067, -0.1739, -0.0320, 0.0994, 0.0825, 0.0967, 0.1230, 0.0655, 0.0735, 0.0331, 0.0796, 0.1086, 0.1268, -0.0151, 0.0875, 0.0748, 0.0826, 0.1087, 0.1217, 0.0773, 0.0750, 0.9134, -0.6795, 0.0690, -0.0600, -0.0627, 0.0711, 0.1672, 0.1355, 0.1384, 0.1284, 0.1364, 0.1346, 0.6320, 0.4189],
  "de_lowest_kj_mol": 175.9,
  "homo_energy_ev": -16.821,
  "gap_ev": 6.49,
  "charge": 3
}



Record 3
{
  "formula": "C21H38N2O2ReSi3",
  "method": "ωB97M-V/def2-TZVPD",
  "species": ["Re", "C", "C", "C", "C", "C", "H", "H", "H", "H", "H", "C", "O", "Si", "C", "C", "C", "Si", "C", "C", "C", "Si", "C", "C", "C", "H", "H", "H", "H", "H", "H", "H", "H", "H", "H", "H", "H", "H", "H", "H", "H", "H", "H", "H", "H", "H", "H", "H", "H", "H", "H", "H", "N", "C", "O", "C", "C", "C", "C", "N", "C", "H", "H", "H", "H", "H", "H"],
  "positions_angstrom": [[-1.2269, -0.5522, -0.1462], [-3.4736, -0.5276, -0.9069], [-3.0153, 0.7454, -0.4570], [-2.7543, 0.6006, 0.9479], [-2.9189, -0.7629, 1.3079], [-3.3655, -1.4557, 0.1391], [-3.7560, -0.7527, -1.9245], [-3.0384, 1.6626, -1.0217], [-2.4717, 1.4071, 1.5987], [-2.7854, -1.2053, 2.2824], [-3.5737, -2.5141, 0.0881], [0.8596, -3.0082, -1.0081], [0.5199, -1.7412, -0.3930], [1.6177, -0.8450, 0.6101], [2.3339, -2.1280, 1.7454], [3.0011, -0.1470, -0.3974], [0.1783, 0.2852, 1.0952], [-0.0379, -0.0492, 3.0516], [-1.3557, 0.9209, 3.9650], [-0.4402, -1.8687, 3.3451], [1.5496, 0.4191, 3.9323], [0.4594, 2.2009, 0.7949], [0.5566, 2.6334, -1.0316], [2.0659, 2.7192, 1.5863], [-0.9172, 3.3112, 1.4071], [1.5975, -2.8386, -1.7909], [-0.0352, -3.4518, -1.4330], [1.2583, -3.6718, -0.2444], [3.1365, -2.6294, 1.1949], [1.6113, -2.8828, 2.0473], [2.7941, -1.7198, 2.6431], [3.4188, -0.9425, -1.0224], [3.8079, 0.1714, 0.2673], [2.7418, 0.6902, -1.0424], [-2.3730, 0.9429, 3.5777], [-1.0405, 1.9453, 4.1604], [-1.4137, 0.4283, 4.9412], [-0.6545, -2.4507, 2.4474], [-1.3132, -1.9404, 3.9992], [0.3760, -2.3636, 3.8718], [1.4894, 1.4409, 4.3078], [2.4630, 0.3459, 3.3441], [1.6670, -0.2312, 4.8033], [1.3072, 2.0957, -1.6125], [0.8239, 3.6928, -1.0863], [-0.4210, 2.5401, -1.5145], [2.8959, 2.0318, 1.4191], [1.9659, 2.8711, 2.6601], [2.3504, 3.6798, 1.1489], [-1.7533, 3.3574, 0.7056], [-0.4987, 4.3212, 1.4471], [-1.3025, 3.0990, 2.4008], [1.2010, 1.7107, -4.7088], [1.0406, 0.4146, -5.0837], [1.6873, -0.1362, -5.9404], [0.0282, -0.4015, -4.3076], [-0.4950, -1.5363, -4.9200], [-1.3589, -2.3513, -4.2065], [-1.6381, -2.0352, -2.8930], [-1.1218, -0.9518, -2.2942], [-0.3182, -0.1366, -2.9988], [1.8282, 2.2543, -5.2846], [0.4562, 2.2191, -4.2624], [-0.2054, -1.7582, -5.9394], [-1.8034, -3.2315, -4.6488], [-2.2902, -2.6587, -2.2932], [0.0790, 0.7196, -2.4699]],
  "lowdin_charge": [1.5538, -0.1214, -0.1496, -0.1985, -0.1495, -0.1154, 0.1315, 0.1321, 0.0763, 0.1162, 0.1387, -0.0338, -0.4593, 0.3900, -0.1330, -0.1226, -0.5373, 0.4688, -0.1636, -0.1846, -0.1663, 0.4405, -0.1911, -0.1498, -0.1572, 0.1096, 0.0826, 0.0973, 0.0646, 0.0364, 0.0480, 0.0578, 0.0587, 0.0267, 0.0313, 0.0386, 0.0614, 0.0219, 0.0463, 0.0447, 0.0407, 0.0259, 0.0597, 0.0091, 0.0589, 0.0249, 0.0288, 0.0366, 0.0573, 0.0393, 0.0616, 0.0192, 0.1912, -0.4893, 0.1186, -0.0738, 0.0658, 0.0161, -0.1210, -0.0874, -0.0389, 0.1313, 0.1041, 0.1462, 0.1338, 0.1244, 0.0762],
  "de_lowest_kj_mol": 0.0,
  "homo_energy_ev": [-15.228, -15.139],
  "spin_multiplicity": 2,
  "s_squared": 0.7560,
  "gap_ev": [7.76, 7.22],
  "charge": 2
}